The following is a DFT calculation (ωB97M-V/def2-TZVPD) of C13H16IrN5O2S2 as an isolated structure.

Summary:
Electronic energy ... -49788.28083 eV
Spin multiplicity ... 2
Highest occupied orbital energy (spin up / spin down) ... -11.8277 / -12.4698 eV
Charge ... +1

Last column: Löwdin spin population.
Cartesian coordinates (Å):
1 Ir 0.0359 -0.3790 -1.7181  0.467
2 S -0.6420 -2.3928 -2.2430  0.060
3 C 0.7136 -3.2131 -2.9260  -0.003
4 C 0.5352 -4.5960 -3.2292  -0.001
5 N 0.3619 -5.7042 -3.4759  -0.009
6 C 1.8560 -2.5181 -3.1823  0.042
7 S 1.9328 -0.8365 -2.8066  0.078
8 C 3.0119 -3.1183 -3.7658  0.006
9 N 3.9574 -3.5799 -4.2263  0.020
10 C 0.7205 3.2705 2.5112  0.000
11 C 0.2626 3.4328 1.0785  0.001
12 N 0.2467 2.1262 0.4211  0.008
13 C 0.1640 0.9480 1.0371  0.017
14 N 0.1934 -0.1851 0.2868  0.121
15 C 0.2729 -1.5049 0.9597  0.007
16 C 0.7861 -1.3849 2.3764  0.000
17 C -0.0498 -0.3526 3.0926  0.001
18 N 0.0560 0.9145 2.3711  0.019
19 C -0.0774 2.1517 3.1484  0.002
20 H 0.5629 4.1965 3.0614  0.000
21 H 1.7854 3.0346 2.5453  0.000
22 H 0.9414 4.0712 0.5161  0.000
23 H -0.7327 3.8802 1.0352  0.001
24 H 0.3238 2.1268 -0.5851  0.000
25 H 0.9405 -2.1356 0.3752  0.002
26 H -0.7155 -1.9709 0.9515  0.002
27 H 1.8325 -1.0727 2.3765  0.000
28 H 0.7218 -2.3520 2.8733  0.000
29 H 0.3062 -0.1821 4.1067  0.000
30 H -1.0965 -0.6659 3.1544  0.000
31 H 0.2812 1.9388 4.1535  0.001
32 H -1.1344 2.4237 3.2240  0.001
33 C -3.3918 0.0687 -2.5880  0.004
34 O -2.4881 1.2041 -2.5846  0.018
35 C -1.2489 1.0156 -2.2983  0.063
36 O -0.3867 1.8898 -2.2586  0.072
37 H -4.3658 0.4753 -2.3415  0.000
38 H -3.0777 -0.6586 -1.8429  0.003
39 H -3.3953 -0.3657 -3.5836  0.000